The following is a quantum chemistry calculation of a molecular structure, C12H19INO11S2 at a distorted geometry, from the OMol25 dataset.

Atoms and positions in Å:
O  -1.72  2.25  -0.99
S  -1.16  1.21  -0.22
O  -0.01  0.61  -0.79
O  -2.26  0.07  -0.21
N  -0.98  1.72  1.25
S  0.38  1.21  1.94
O  0.41  -0.19  2.17
O  1.55  1.81  1.45
I  0.13  2.25  4.14
H  -1.97  -0.55  -0.91
O  -1.28  -0.80  -3.12
C  -1.02  -1.92  -3.46
O  -0.34  -2.79  -2.67
C  -0.07  -4.00  -3.38
C  -1.12  -4.05  -4.50
C  -1.33  -2.57  -4.80
H  0.95  -3.96  -3.77
H  -0.15  -4.84  -2.69
H  -0.80  -4.65  -5.35
H  -2.04  -4.49  -4.11
H  -0.62  -2.19  -5.53
H  -2.34  -2.33  -5.11
O  1.74  2.15  6.88
C  1.88  1.17  7.53
O  0.95  0.73  8.42
C  1.44  -0.42  9.13
C  2.52  -1.02  8.23
C  3.08  0.23  7.55
H  1.83  -0.09  10.09
H  0.61  -1.10  9.31
H  3.26  -1.60  8.78
H  2.06  -1.67  7.49
H  3.87  0.70  8.13
H  3.42  0.04  6.53
O  -1.89  0.66  -6.47
C  -1.35  1.44  -5.73
O  -0.05  1.79  -5.88
C  0.35  2.66  -4.80
C  -0.93  3.27  -4.27
C  -1.94  2.15  -4.53
H  0.85  2.05  -4.04
H  1.06  3.39  -5.18
H  -0.87  3.57  -3.23
H  -1.20  4.15  -4.86
H  -1.97  1.45  -3.69
H  -2.94  2.52  -4.74

Summary:
**DFT total energy**: -66537.98654 eV
**M**: 544.32 g/mol
**Charge**: -1
**Gap between HOMO and LUMO**: 8.25 eV

***

The following is a quantum chemistry calculation of 2 unconnected molecules or ions with the total composition C3H8FN2 at a distorted geometry, from the OMol25 dataset.

Atoms and positions in Å:
C  0.45  -0.29  -0.15
C  -0.43  -2.05  -1.64
C  0.00  1.37  1.69
N  -0.04  -1.45  -0.39
N  0.47  2.47  1.25
F  0.81  0.40  -1.25
H  -0.66  -1.23  -2.29
H  -1.44  -2.64  -1.57
H  0.30  -2.69  -2.12
H  -1.01  1.38  1.50
H  0.61  0.68  2.25
H  -0.41  -1.84  0.49
H  1.44  2.72  1.41
H  -0.08  3.17  0.82

Summary:
**DFT total energy**: -8929.34659 eV
**M**: 91.11 g/mol
**Charge**: +1
**Gap between HOMO and LUMO**: 9.69 eV

***

The following is a quantum chemistry calculation of a molecular structure, C17H27BNO4P2Y at a distorted geometry, from the OMol25 dataset.

Atoms and positions in Å:
Y  0.31  0.92  0.27
P  2.32  -1.35  0.69
C  2.30  -1.08  -1.07
C  1.07  -1.24  -1.77
N  -0.14  -0.71  -1.31
C  -1.30  -1.07  -1.95
C  -1.33  -2.01  -2.96
C  -0.12  -2.55  -3.44
C  1.06  -2.10  -2.89
C  -2.67  -0.50  -1.54
P  -2.60  1.18  -0.82
H  2.05  -2.44  -3.23
H  -2.31  -2.29  -3.35
H  -0.14  -3.29  -4.23
H  -3.38  -0.29  -2.38
H  -3.13  -1.04  -0.68
H  2.51  0.96  -1.23
H  3.21  -0.84  -1.69
H  -0.06  4.52  -1.91
O  2.12  1.82  -1.04
H  1.65  1.98  -1.90
H  -1.10  1.19  -1.04
O  -0.64  4.65  -1.15
H  -0.18  4.33  -0.30
C  -3.12  2.35  -2.12
H  -4.06  1.97  -2.60
H  -3.27  3.35  -1.72
H  -2.33  2.48  -2.85
C  -3.93  1.26  0.45
H  -3.82  2.06  1.20
H  -4.89  1.43  -0.09
H  -3.95  0.28  0.97
C  2.73  -3.07  0.43
H  3.73  -3.12  -0.03
H  2.66  -3.47  1.44
H  1.96  -3.46  -0.25
C  3.74  -0.44  1.41
H  3.42  -0.19  2.43
H  4.60  -1.13  1.42
H  4.00  0.50  0.87
O  0.39  -1.98  2.84
B  0.84  -1.10  1.86
O  0.29  0.24  2.27
C  -0.19  0.12  3.56
C  -0.49  1.13  4.47
C  -0.77  0.69  5.77
C  -0.70  -0.68  6.09
C  -0.44  -1.66  5.13
C  -0.13  -1.22  3.86
H  -0.51  2.17  4.14
H  -0.98  1.42  6.55
H  -0.94  -1.00  7.11
H  -0.38  -2.72  5.35

Summary:
**DFT total energy**: -48027.57809 eV
**M**: 471.07 g/mol
**Charge**: +2
**Gap between HOMO and LUMO (alpha / beta)**: 4.93 / 6.02 eV

***

- The highest M belongs to which entry?
  C12H19INO11S2

***

- Which of these has the highest M?
  C12H19INO11S2

***

- Which of these has the highest DFT total energy?
  C3H8FN2

***

- M of number 2 (C3H8FN2)?
  91.11 g/mol